(1)
Molecular formula: C2H2IO2S
Method: DFT, the ωB97M-V functional and the def2-TZVPD basis

The HOMO energy is -2.75 eV. For the total energy, the calculation gives -25137.3166 eV. As for the max |F|: 0.10089 hartree/bohr. The calculation puts the energy above the lowest of the compared OMol25 structures with the same formula, charge and spin at 22.1 kcal per mole. Its charge is -1. The orbital gap comes out at 6.16 eV.

Positions of all 8 atoms, in Å:
C (-1.692874, 0.226537, 1.174084)
C (1.331866, -0.292543, -1.251295)
O (-2.447300, 0.484248, 0.330762)
O (-1.039921, 0.064364, 2.064254)
S (1.021971, 1.026748, 0.004246)
I (-0.068576, -2.034281, -0.648229)
H (0.889062, 0.074424, -2.275544)
H (2.005772, 0.450503, 0.601723)

Forces on the atoms, in the same order (eV/Å):
C -2.790 1.071 -3.389
C -0.586 0.764 -1.595
O -0.258 -0.012 -0.498
O 2.775 -1.079 4.248
S -0.337 0.046 -1.763
I -0.025 -0.135 -0.379
H 0.176 -0.609 1.847
H 1.045 -0.045 1.528

(2)
Molecular formula: C2H2LaO2
Method: DFT, the ωB97M-V functional and the def2-TZVPD basis

As for the multiplicity: 2. The HOMO energy (alpha / beta) is -18.24 / -18.61 eV. For the total energy, the calculation gives -7039.0515 eV. As for the max |F|: 0.08298 hartree/bohr. Its charge is +2. The orbital gap (alpha / beta) comes out at 7.49 / 7.85 eV.

Positions of all 7 atoms, in Å:
O (-0.759941, -1.220831, -0.655756)
C (0.225865, -0.984279, 0.068317)
C (0.529980, 0.396537, 0.459821)
O (-0.218725, 1.309157, -0.116788)
La (-1.670809, 0.668899, -1.804217)
H (1.596629, 0.598027, 0.643420)
H (0.297000, -0.767510, 1.405203)

Forces on the atoms, in the same order (eV/Å):
O -1.269 0.284 -1.010
C 1.020 3.080 1.969
C 1.947 -2.371 -2.965
O -1.650 -0.359 -0.594
La 1.344 -0.492 1.939
H -0.629 0.141 1.045
H -0.764 -0.283 -0.384

(3)
Molecular formula: C2H2LiNiO2
Method: DFT, the ωB97M-V functional and the def2-TZVPD basis

As for the multiplicity: 4. The HOMO energy (alpha / beta) is -18.53 / -18.11 eV. For the total energy, the calculation gives -47424.8652 eV. As for the max |F|: 0.07668 hartree/bohr. The calculation puts the energy above the lowest of the compared OMol25 structures with the same formula, charge and spin at 10.4 kcal per mole. Its charge is +2. The orbital gap (alpha / beta) comes out at 6.64 / 6.81 eV.

Positions of all 8 atoms, in Å:
H (-1.988784, 1.757420, -0.389663)
O (0.374099, -1.429051, 0.146086)
C (0.787821, -0.407747, -0.477473)
C (0.358088, 0.911121, -0.260246)
O (-0.599736, 1.089466, 0.593217)
Li (0.918687, -3.123616, -0.626030)
Ni (-0.634420, -0.552258, 1.824678)
H (0.784245, 1.754665, -0.810570)

Forces on the atoms, in the same order (eV/Å):
H 0.937 -0.516 1.041
O 0.917 2.258 -1.581
C -0.299 -3.663 1.428
C -1.229 2.110 0.670
O 0.022 0.225 -1.748
Li 0.115 -0.409 -0.088
Ni -0.341 0.178 0.168
H -0.122 -0.183 0.110

(4)
Molecular formula: C2H2N2
Method: DFT, the ωB97M-V functional and the def2-TZVPD basis

The HOMO energy (alpha / beta) is -9.89 / -10.29 eV. For the total energy, the calculation gives -5079.3274 eV. As for the max |F|: 0.08425 hartree/bohr. The calculation puts the energy above the lowest of the compared OMol25 structures with the same formula, charge and spin at 135.1 kcal per mole. The orbital gap (alpha / beta) comes out at 8.43 / 9.64 eV.

Positions of all 6 atoms, in Å:
C (-0.743195, 0.682549, 0.193577)
C (-0.013090, -0.528990, -0.365258)
N (0.741160, 0.681372, -0.319411)
N (1.177658, -0.496774, 0.428627)
H (-0.910568, 0.837196, 1.250123)
H (-0.251963, -1.175353, -1.187658)

Forces on the atoms, in the same order (eV/Å):
C 3.511 -2.526 -0.244
C -1.368 -0.104 0.617
N 0.147 1.387 -0.103
N -2.185 1.082 -0.192
H -0.225 0.251 0.182
H 0.121 -0.090 -0.260

(5)
Molecular formula: C2H2N2
Method: DFT, the ωB97M-V functional and the def2-TZVPD basis

The HOMO energy is -8.63 eV. For the total energy, the calculation gives -5077.6766 eV. As for the max |F|: 0.22030 hartree/bohr. The calculation puts the energy above the lowest of the compared OMol25 structures with the same formula, charge and spin at 173.2 kcal per mole. The orbital gap comes out at 9.37 eV.

Positions of all 6 atoms, in Å:
C (0.020248, 0.618580, -0.315618)
C (0.786782, -0.517648, -0.616556)
N (0.010020, -0.703508, 0.461238)
N (-0.534948, -0.444129, -0.916768)
H (0.010326, 1.622280, 0.098000)
H (-0.292429, -0.575574, 1.289704)

Forces on the atoms, in the same order (eV/Å):
C 1.220 3.000 2.697
C 10.602 -0.912 -3.885
N -1.342 -0.259 -4.702
N -7.144 -2.157 -0.776
H -0.463 -0.371 -0.526
H -2.873 0.698 7.192

(6)
Molecular formula: C2H2N2O
Method: DFT, the ωB97M-V functional and the def2-TZVPD basis

The HOMO energy is -10.85 eV. For the total energy, the calculation gives -7130.0163 eV. As for the max |F|: 0.07312 hartree/bohr. The SMILES is N#C[C@H]1NO1. The calculation puts the energy above the lowest of the compared OMol25 structures with the same formula, charge and spin at 88.3 kcal per mole. The orbital gap comes out at 11.40 eV.

Positions of all 7 atoms, in Å:
C (-1.385258, -0.365353, -0.052999)
C (0.145726, -0.146145, 0.223384)
N (-2.521293, -0.381275, 0.003359)
N (0.931567, 0.494759, -0.797395)
O (0.568296, 1.179542, 0.391002)
H (0.316953, -0.961138, 1.045802)
H (1.944009, 0.179611, -0.813156)

Forces on the atoms, in the same order (eV/Å):
C 3.524 1.273 0.313
C -2.460 -1.060 0.753
N -1.340 -0.325 -0.159
N 0.701 -1.925 -1.195
O -0.171 -0.224 1.234
H 0.995 1.739 -1.759
H -1.248 0.522 0.814

(7)
Molecular formula: C2H2N2O
Method: DFT, the ωB97M-V functional and the def2-TZVPD basis

The HOMO energy is -11.18 eV. For the total energy, the calculation gives -7131.7850 eV. As for the max |F|: 0.10018 hartree/bohr. The SMILES is N#CO.C#N. The calculation puts the energy above the lowest of the compared OMol25 structures with the same formula, charge and spin at 47.5 kcal per mole. The orbital gap comes out at 11.28 eV.

Positions of all 7 atoms, in Å:
C (0.424216, 0.372294, 1.103346)
C (-1.014987, -0.915793, -1.453369)
N (0.037688, -0.678348, 0.938301)
N (-0.190818, -0.541239, -2.093884)
O (0.816941, 1.535427, 1.351269)
H (1.764574, 1.474176, 1.070967)
H (-1.837613, -1.246518, -0.916630)

Forces on the atoms, in the same order (eV/Å):
C -0.905 -0.635 0.338
C -3.055 -1.285 1.783
N -0.824 -2.330 -0.071
N 3.802 1.715 -3.023
O 2.377 1.970 -0.195
H -0.563 1.007 0.410
H -0.833 -0.442 0.758

(8)
Molecular formula: C2H2N2O2
Method: DFT, the ωB97M-V functional and the def2-TZVPD basis

The HOMO energy is -9.41 eV. For the total energy, the calculation gives -9176.7405 eV. As for the max |F|: 0.27477 hartree/bohr. The SMILES is Oc1conn1. The calculation puts the energy above the lowest of the compared OMol25 structures with the same formula, charge and spin at 116.4 kcal per mole. The orbital gap comes out at 9.37 eV.

Positions of all 8 atoms, in Å:
C (-0.270212, 0.482850, 0.098970)
C (0.161390, -0.787145, -0.185817)
H (-2.144461, 0.401652, 0.433181)
H (-0.531694, -1.542721, -0.647655)
N (1.884980, 0.198852, 0.035507)
N (0.984823, 1.085934, 0.361323)
O (-1.392859, 1.237818, 0.055320)
O (1.308034, -1.077240, -0.150830)

Forces on the atoms, in the same order (eV/Å):
C 4.035 0.766 0.375
C -13.943 -1.240 -1.924
H 2.819 4.311 -1.767
H 0.598 0.473 0.947
N 1.978 2.970 2.943
N 0.275 -2.785 -2.374
O -3.415 -5.289 2.143
O 7.653 0.794 -0.343